Record 1
A molecular structure, C23H26NOPdSSeSi, computed with wB97M-V/def2-TZVPD.

Each line ends with the natural charge from an NBO analysis.
Positions of all 55 atoms, in Å:
Pd 1.212 -0.020 1.472  0.46
C -1.850 0.879 2.903  -1.18
Si -0.413 -0.172 3.302  1.72
C -0.825 -1.943 3.422  -1.19
C 0.456 0.444 4.784  -1.19
H -2.479 0.882 3.803  0.26
H -2.428 0.496 2.057  0.26
H -1.544 1.904 2.683  0.26
H -1.577 -2.033 4.217  0.27
H 0.056 -2.526 3.699  0.26
H -1.244 -2.340 2.493  0.25
H -0.319 0.680 5.525  0.26
H 1.026 1.351 4.578  0.27
H 1.134 -0.310 5.191  0.27
Se 2.876 1.773 2.097  -0.05
C 2.983 0.100 2.846  -0.09
N 3.083 -0.957 3.342  -0.42
O -0.595 0.638 0.359  -0.99
S -0.276 0.319 -1.115  1.25
C -1.781 0.596 -2.010  -0.18
C -2.737 1.463 -1.502  -0.23
C -3.905 1.653 -2.224  -0.18
C -4.100 0.984 -3.428  -0.18
C -3.138 0.110 -3.916  -0.20
C -1.969 -0.101 -3.197  -0.23
C 0.643 1.727 -1.729  -0.29
C 1.101 1.703 -3.041  -0.17
C 1.848 2.773 -3.508  -0.21
C 2.132 3.843 -2.664  -0.18
C 1.661 3.850 -1.359  -0.18
C 0.910 2.785 -0.879  -0.21
H -2.567 1.972 -0.560  0.24
H -4.665 2.326 -1.848  0.23
H -5.016 1.140 -3.986  0.23
H -3.302 -0.418 -4.849  0.23
H -1.218 -0.804 -3.552  0.22
H 0.871 0.868 -3.697  0.21
H 2.207 2.774 -4.529  0.23
H 2.721 4.675 -3.031  0.23
H 1.875 4.691 -0.709  0.23
H 0.513 2.784 0.125  0.25
C 2.700 -1.015 -0.121  -0.25
C 1.837 -2.139 -0.085  -0.21
C 1.785 -2.994 1.041  -0.06
C 0.942 -4.098 1.046  -0.25
C 0.162 -4.380 -0.061  -0.11
C 0.223 -3.568 -1.202  -0.22
C 1.035 -2.465 -1.210  -0.14
H 2.756 -0.433 -1.030  0.23
H 3.559 -0.963 0.528  0.25
H 2.452 -2.825 1.862  0.25
H 0.921 -4.757 1.905  0.24
H -0.483 -5.253 -0.057  0.24
H -0.356 -3.824 -2.080  0.23
H 1.107 -1.847 -2.097  0.22

Computed properties:
HOMO-LUMO gap (alpha / beta): 5.2 / 5.2 eV
F_max: 0.01690 Eh/bohr
Energy above the lowest of the compared OMol25 structures with the same formula, charge and spin: 1.1363 eV
HOMO level (alpha / beta): -0.394 / -0.394 hartree
Total charge: +1

Record 2
A molecular structure, C40H43Cl2N6O4S3Ti, computed with wB97M-V/def2-TZVPD.

Each line ends with the Löwdin charge.
Positions of all 99 atoms, in Å:
Ti -0.876 0.810 1.187  0.92
C -2.590 -1.535 -2.249  -0.08
C -1.871 -0.478 -1.446  -0.29
N -1.917 -0.545 -0.075  -0.10
N -2.751 -1.541 0.360  -0.10
C -2.930 -1.959 1.558  -1.19
S -2.165 -1.565 3.148  0.73
S -4.073 -3.252 1.854  0.31
C -5.841 -0.754 1.628  0.02
C -6.222 -0.530 0.299  -0.30
C -5.352 0.133 -0.608  -0.05
C -5.725 0.359 -1.916  -0.10
C -6.969 -0.065 -2.388  -0.13
C -7.833 -0.736 -1.522  -0.13
C -7.473 -0.970 -0.211  -0.07
C -1.074 0.457 -2.188  -0.13
C -0.777 0.203 -3.556  -0.08
C -0.037 1.064 -4.353  -0.16
C 0.459 2.248 -3.824  -0.16
C 0.197 2.541 -2.487  -0.06
C -0.548 1.693 -1.655  -0.35
O -0.770 2.069 -0.416  -0.20
H -3.373 -2.004 -1.660  0.06
H -1.901 -2.335 -2.582  0.06
H -3.023 -1.110 -3.156  0.06
H -4.908 -0.360 2.001  0.03
H -6.493 -1.269 2.318  0.04
H -4.367 0.423 -0.263  0.09
H -5.027 0.850 -2.585  0.10
H -7.252 0.108 -3.420  0.08
H -8.795 -1.086 -1.883  0.08
H -8.144 -1.506 0.451  0.10
H -1.125 -0.715 -4.011  0.07
H 0.155 0.795 -5.387  0.07
H 1.045 2.930 -4.430  0.07
H 0.563 3.456 -2.032  0.10
N -4.269 3.339 1.381  0.17
C -3.063 2.742 1.588  -0.50
O -2.980 1.518 1.533  -0.03
C -1.872 3.606 1.898  -0.24
C -0.716 2.747 2.392  -0.25
H -4.975 2.766 0.940  0.10
H -4.276 4.323 1.176  0.09
H -2.232 4.409 2.563  0.10
H -1.604 4.078 0.945  0.11
H -0.822 2.534 3.460  0.02
H 0.221 3.300 2.248  0.02
S 0.080 -0.248 4.327  0.39
C -0.911 -0.399 2.992  -1.21
C 0.255 -5.013 0.087  -0.07
C -0.700 -3.874 0.529  -0.16
N 0.041 -2.631 0.514  -0.13
C 0.995 -2.600 1.615  -0.14
C 1.865 -3.875 1.556  -0.06
N 1.655 -4.462 0.181  -0.10
C 1.874 -3.394 -0.873  -0.05
C 0.678 -2.425 -0.768  -0.13
H 0.110 -5.310 -0.953  0.12
H 0.211 -5.896 0.725  0.12
H -1.105 -4.047 1.528  0.10
H -1.559 -3.810 -0.140  0.11
H 0.466 -2.533 2.562  0.08
H 1.608 -1.710 1.500  0.11
H 1.561 -4.643 2.268  0.12
H 2.932 -3.676 1.665  0.13
H 2.321 -5.211 0.034  0.17
H 1.956 -3.903 -1.834  0.12
H 2.810 -2.888 -0.632  0.12
H -0.056 -2.606 -1.554  0.11
H 1.042 -1.405 -0.850  0.10
Cl 4.832 3.718 -2.519  0.69
C 5.290 2.083 -2.104  -0.58
C 5.357 1.160 -3.127  -0.12
C 5.707 -0.147 -2.838  -0.10
C 5.998 -0.495 -1.532  -0.13
C 5.924 0.444 -0.522  -0.59
Cl 6.338 -0.088 1.077  0.73
C 5.539 1.769 -0.759  -0.31
N 5.454 2.755 0.218  0.06
C 4.774 2.547 1.478  -0.25
C 5.513 2.732 2.642  -0.08
C 4.921 2.569 3.882  -0.11
C 3.578 2.216 3.955  -0.07
C 2.835 2.062 2.799  -0.01
C 3.413 2.241 1.539  -0.12
C 2.556 2.047 0.312  -0.02
C 2.184 0.565 0.223  -0.59
O 2.985 -0.237 -0.278  0.02
O 1.080 0.246 0.760  -0.13
H 5.108 1.470 -4.132  0.10
H 5.741 -0.889 -3.624  0.10
H 6.276 -1.507 -1.272  0.10
H 5.183 3.634 -0.198  0.07
H 6.564 2.976 2.548  0.10
H 5.505 2.703 4.785  0.09
H 3.095 2.052 4.911  0.10
H 1.791 1.775 2.872  0.07
H 3.074 2.348 -0.596  0.09
H 1.631 2.618 0.399  0.11

Computed properties:
Spin multiplicity: 4
HOMO-LUMO gap (alpha / beta): 2.3 / 4.2 eV
F_max: 0.00973 Eh/bohr
Energy above the lowest of the compared OMol25 structures with the same formula, charge and spin: 0.2247 eV
HOMO level (alpha / beta): 0.035 / -0.040 hartree
Total charge: -2

Record 3
A single C22H23N3O molecule in a non-equilibrium geometry, computed with wB97M-V/def2-TZVPD.

Each line ends with the natural charge from an NBO analysis.
Positions of all 49 atoms, in Å:
C -3.114 2.450 6.799  -0.64
C -3.584 2.177 5.390  0.23
C -4.829 2.694 5.016  -0.27
C -5.261 2.559 3.731  -0.17
C -4.439 1.872 2.851  -0.23
C -3.211 1.354 3.281  0.09
C -2.322 0.752 2.337  0.03
C -1.511 0.290 1.559  0.03
C -0.543 -0.320 0.614  -0.12
C -1.263 -1.039 -0.584  -0.38
C -0.251 -1.629 -1.606  -0.40
C 0.867 -0.636 -1.966  -0.42
C 1.428 -0.019 -0.690  0.13
N 2.544 0.888 -0.992  -0.61
C 3.886 0.637 -1.278  0.64
O 4.509 1.697 -1.303  -0.62
C 4.628 -0.660 -1.428  0.10
C 6.050 -0.703 -1.241  -0.18
C 6.730 -1.928 -1.344  -0.19
C 6.020 -3.071 -1.681  -0.23
C 4.631 -2.949 -1.865  0.03
N 3.983 -1.796 -1.762  -0.42
C 1.779 -1.021 0.442  -0.43
C 0.531 -1.114 1.341  -0.40
C 0.310 0.770 -0.069  -0.39
N -2.775 1.516 4.553  -0.40
H -3.886 2.219 7.524  0.22
H -2.916 3.511 6.921  0.22
H -2.196 1.869 7.027  0.23
H -5.459 3.253 5.678  0.22
H -6.219 2.991 3.376  0.22
H -4.732 1.673 1.811  0.22
H -1.887 -1.863 -0.251  0.21
H -1.865 -0.331 -1.165  0.21
H -0.782 -1.968 -2.488  0.21
H 0.178 -2.523 -1.186  0.19
H 1.638 -1.222 -2.475  0.24
H 0.550 0.142 -2.630  0.20
H 2.344 1.888 -1.002  0.41
H 6.592 0.214 -1.009  0.24
H 7.801 -1.980 -1.211  0.22
H 6.515 -4.040 -1.743  0.22
H 4.113 -3.848 -2.112  0.19
H 2.690 -0.635 0.983  0.23
H 2.023 -2.013 0.023  0.23
H 0.168 -2.158 1.452  0.21
H 0.689 -0.742 2.356  0.23
H -0.263 1.379 -0.774  0.21
H 0.685 1.415 0.713  0.22

Computed properties:
SMILES string: Cc1cccc(C#C[C@]23CCC[C@](NC(=O)c4ccccn4)(CC2)C3)n1
HOMO-LUMO gap: 8.8 eV
F_max: 0.06317 Eh/bohr
Energy above the lowest of the compared OMol25 structures with the same formula, charge and spin: 2.4464 eV
HOMO level: -0.316 hartree